Entry from OMol25: a molecular structure, C25H30BrN4O4SSc (ωB97M-V with the def2-TZVPD basis set).

Values from the calculation:
E_HOMO: -7.7 eV
largest force on an atom: 0.97 eV/A
HOMO-LUMO gap: 8.0 eV

The geometry in ORCA input format:
```
! RIJCOSX wB97M-V def2-TZVPD def2/J DEFGRID3
* xyz 0 1
Sc -0.93935 -0.03551 -0.18763
C -2.34922 -0.66097 -3.10437
C -3.23672 -1.29282 -2.02866
N -3.19608 -0.57652 -0.74362
C -4.10075 0.56185 -0.59430
C -3.67368 1.71822 -1.47831
N -2.22123 1.95595 -1.40234
C -1.56362 2.24252 -2.68961
C -0.62839 1.10800 -3.13964
N -1.06492 -0.16916 -2.58227
H -2.18225 -1.40103 -3.89149
H -2.86225 0.17049 -3.58650
H -4.26370 -1.35975 -2.40934
H -2.88236 -2.30147 -1.83392
H -3.39085 -1.23485 0.00237
H -5.13830 0.29231 -0.82847
H -4.05630 0.85913 0.45514
H -3.94446 1.52527 -2.51582
H -4.23084 2.61248 -1.18540
H -2.05351 2.71398 -0.75746
H -2.32307 2.43642 -3.45101
H -0.98228 3.16187 -2.60536
H -0.57457 1.09744 -4.23491
H 0.38074 1.28197 -2.76545
H -0.34858 -0.88477 -2.70120
C 7.15824 -1.48711 -2.05010
C 5.84272 -1.15435 -1.40266
C 5.70464 -1.16110 -0.01566
C 4.50655 -0.82346 0.58765
C 3.41941 -0.46649 -0.20284
C 3.52865 -0.46911 -1.58442
C 4.73821 -0.81083 -2.17270
S 1.90614 -0.07753 0.62206
O 1.03401 0.41875 -0.54604
O 2.15324 0.95918 1.58059
N 1.27376 -1.32709 1.22866
C 1.24975 -2.56024 0.43181
C 0.33450 -2.44177 -0.78371
O -0.87552 -2.00769 -0.47423
O 0.70000 -2.62840 -1.92988
H 7.75361 -2.15416 -1.42715
H 7.74324 -0.57972 -2.21608
H 7.01406 -1.96693 -3.01812
H 6.55121 -1.43632 0.60283
H 4.41153 -0.82977 1.66636
H 2.67014 -0.21996 -2.18999
H 4.81716 -0.81702 -3.25372
H 0.85062 -3.33274 1.08985
H 2.24332 -2.86576 0.09345
Br -0.45626 2.99255 1.04184
C -0.82149 2.38168 2.80599
C -0.53346 3.26383 3.80212
C -0.78162 2.89795 5.14128
C -1.31081 1.67549 5.41566
C -1.60654 0.75695 4.37653
C -2.15412 -0.50899 4.69968
C -2.42673 -1.40451 3.71564
C -2.14667 -1.07392 2.36872
C -1.62532 0.13687 1.96099
C -1.35929 1.07917 3.01345
H -0.11559 4.23219 3.56641
H -0.54857 3.59365 5.93685
H -1.50941 1.37842 6.43873
H -2.34229 -0.74421 5.74083
H -2.83790 -2.37719 3.95942
H -2.32657 -1.86134 1.63945
*
```



Entry from OMol25: a molecular structure, C25H30CaN6O6PS (ωB97M-V with the def2-TZVPD basis set).

Values from the calculation:
E_HOMO: -9.8 eV
largest force on an atom: 2.08 eV/A
HOMO-LUMO gap: 6.4 eV

The geometry in ORCA input format:
```
! RIJCOSX wB97M-V def2-TZVPD def2/J DEFGRID3
* xyz 1 1
Ca 1.21596 -1.38525 -0.63831
N 3.62801 -1.86421 1.80007
C 4.19373 -1.83838 0.52291
C 5.58564 -1.65810 0.46584
C 6.20123 -1.65138 -0.75919
C 5.44496 -1.81980 -1.92215
C 4.09147 -1.97474 -1.77964
N 3.46791 -1.98822 -0.57907
C 2.33599 -1.82808 2.33732
C 2.23241 -1.66102 3.72581
C 0.98308 -1.62703 4.29526
C -0.15484 -1.76190 3.49617
C 0.03376 -1.92356 2.14945
N 1.25968 -1.96179 1.57335
H 4.33043 -1.80062 2.51955
H 6.15659 -1.53104 1.37553
H 7.27271 -1.51499 -0.81876
H 5.89511 -1.83123 -2.90278
H 3.46020 -2.12273 -2.65027
H 3.12212 -1.55846 4.33225
H 0.88768 -1.49218 5.36422
H -1.15111 -1.74139 3.91087
H -0.81373 -2.04434 1.48222
C 1.70802 4.95663 -2.16049
C 1.61696 3.46968 -2.36863
O 0.98328 2.89973 -1.18173
P 0.95317 1.34098 -0.91799
O -0.22597 1.18477 0.16028
C -1.63611 1.55522 -0.22158
C -2.12970 2.71975 0.57624
O 2.20831 0.97494 0.06516
C 2.51480 1.83056 1.21997
C 3.84923 2.49083 0.99829
H 2.12314 5.43093 -3.04979
H 2.35054 5.19572 -1.31387
H 0.72119 5.37978 -1.98017
H 2.60134 3.01374 -2.49372
H 0.99885 3.21311 -3.22919
H -2.23131 0.66233 -0.04028
H -1.65557 1.76250 -1.29496
H -2.08292 2.50814 1.64405
H -3.17770 2.87874 0.30236
H -1.55386 3.62172 0.36378
H 2.51137 1.17375 2.09038
H 1.70633 2.55115 1.33737
H 4.61593 1.75111 0.76504
H 4.15227 3.02613 1.89859
H 3.80013 3.20835 0.17978
O -5.95519 1.77477 1.53237
S -5.72745 1.77223 0.10514
O -4.33386 2.01021 -0.27184
O -6.70340 2.45348 -0.70990
C -5.96876 0.02764 -0.31912
N -7.09356 -0.62196 0.01268
C -7.10461 -1.92989 -0.18373
C -6.01160 -2.66200 -0.67974
C -4.94171 -1.87488 -1.04153
N -4.93983 -0.55744 -0.88390
C -3.55121 -2.24600 -1.44561
C -2.83021 -3.35237 -1.02931
C -1.44559 -3.26150 -1.08394
N -0.79907 -2.17547 -1.53332
C -1.51432 -1.18383 -2.10502
C -2.87545 -1.22883 -2.10932
H -8.01801 -2.44702 0.09239
H -6.03726 -3.73671 -0.77964
H -3.30326 -4.19720 -0.54748
H -0.83448 -4.05524 -0.66781
H -0.97404 -0.34346 -2.52389
H -3.43780 -0.38432 -2.47702
*
```



Entry from OMol25: a molecular structure, C25H30ClF7NO25S2 (ωB97M-V with the def2-TZVPD basis set).

Values from the calculation:
E_HOMO: -5.5 eV
largest force on an atom: 4.18 eV/A
HOMO-LUMO gap: 6.9 eV

The geometry in ORCA input format:
```
! RIJCOSX wB97M-V def2-TZVPD def2/J DEFGRID3
* xyz -1 1
C -2.59070 1.69884 0.64447
S -3.42460 0.89289 -0.76525
O -4.33388 -0.17212 -0.24737
O -4.27906 1.95198 -1.40208
N -2.34558 0.39190 -1.94540
S -1.20297 -0.66194 -1.32246
O -1.37050 -1.02068 0.11236
O -1.22372 -1.91756 -2.14537
C 0.46099 0.04873 -1.64965
C 0.55425 1.55830 -1.30189
C -0.04630 2.49378 -2.36876
Cl -0.31257 4.13180 -1.58106
H -1.49933 1.62880 0.63109
H -3.02490 1.25645 1.55526
H -2.88251 2.76012 0.64808
H 0.81156 -0.19492 -2.66129
H 1.13045 -0.47262 -0.94076
H 0.15430 1.71642 -0.29087
H 1.63389 1.80088 -1.23708
H -1.03005 2.17983 -2.73917
H 0.61768 2.59199 -3.24095
C -0.31416 -6.33840 -1.43095
C 0.33454 -5.00295 -1.21056
O 1.42289 -5.03262 -2.12639
C 1.03445 -5.83194 -3.15228
O 1.57421 -5.88112 -4.20760
O -0.05252 -6.57202 -2.81807
F 0.82961 -4.89255 0.05803
H 0.14992 -7.13038 -0.83580
H -1.38257 -6.32533 -1.22962
H -0.30725 -4.14249 -1.42930
C -3.30785 -8.70641 -4.15319
C -3.83352 -7.63987 -5.07201
O -4.28901 -6.64862 -4.17011
C -3.51741 -6.76215 -3.05531
O -3.43307 -5.93994 -2.21132
O -2.84378 -7.94273 -3.04200
F -4.88748 -8.08939 -5.80525
H -4.09289 -9.39090 -3.82355
H -2.49852 -9.28363 -4.59706
H -3.08323 -7.20881 -5.73863
C 0.34083 4.60328 4.09674
C -0.84367 3.82202 3.61243
O -0.31594 3.11595 2.49904
C 1.00683 2.93199 2.75441
O 1.70084 2.15979 2.17878
O 1.43125 3.73571 3.75981
F -1.83784 4.63997 3.18139
H 0.45749 5.55304 3.56633
H 0.30722 4.79840 5.16494
H -1.24495 3.11309 4.34010
C -0.19152 8.54719 6.95115
C -1.58447 8.44271 7.50435
O -2.11280 7.32893 6.80402
C -1.05778 6.52799 6.50862
O -1.14862 5.39726 6.16224
O 0.11867 7.18174 6.66457
F -2.32158 9.54118 7.20837
H -0.15526 9.13079 6.02912
H 0.51470 8.96849 7.66399
H -1.63055 8.25241 8.57916
C 3.64981 -5.13766 0.99629
C 3.80844 -6.55791 1.45449
O 5.19881 -6.64548 1.72234
C 5.60014 -5.39349 2.07806
O 6.62645 -5.14955 2.61757
O 4.67041 -4.46648 1.74530
F 3.49315 -7.44109 0.47086
H 3.84447 -5.02089 -0.07190
H 2.66852 -4.73278 1.21962
H 3.24666 -6.80627 2.35828
C -1.40406 5.57979 -6.55842
C -1.69129 5.18405 -5.13809
O -0.62344 5.78548 -4.42532
C -0.26099 6.88461 -5.13616
O 0.41111 7.76486 -4.71654
O -0.77557 6.85170 -6.39403
F -1.62747 3.84159 -4.97839
H -0.71168 4.89110 -7.04723
H -2.30561 5.66275 -7.16276
H -2.64302 5.55320 -4.74912
C 2.83332 -0.44084 2.65055
C 4.24809 -0.29601 2.16738
O 4.29288 -1.18497 1.06314
C 3.02762 -1.23288 0.56528
O 2.73803 -1.65306 -0.50538
O 2.13255 -0.72112 1.44093
F 5.14249 -0.70844 3.10439
H 2.71653 -1.27833 3.34214
H 2.45342 0.46418 3.12191
H 4.50858 0.71134 1.83438
*
```